Record 1
The following is a DFT calculation (ωB97M-V with the def2-TZVPD basis set) of a cluster of 4 separate species, C31H62BN2O7 in total in a non-equilibrium geometry.

Calculated values
energy	-51145.2263	eV
frontier orbital gap	6.7	eV
HOMO	-4.34	eV
charge	-1

Each line ends with the Mulliken charge.
Positions of all 103 atoms, in Å:
C  2.75  -1.04  4.19  -1.12
C  1.73  -2.18  4.12  -0.51
C  0.83  -2.12  2.85  -0.14
N  0.43  -0.72  2.68  0.09
C  -0.39  -0.44  1.49  0.59
C  -1.74  -1.19  1.61  -1.27
C  -2.87  -0.66  0.75  0.19
C  -3.13  -1.04  -0.55  0.63
C  -4.19  -0.53  -1.25  -1.17
C  -5.06  0.37  -0.69  -0.55
C  -4.82  0.74  0.62  0.94
C  -5.77  1.70  1.33  -1.74
C  -3.75  0.24  1.31  -0.67
C  -0.77  1.10  1.65  -0.72
O  -0.76  1.62  2.80  -0.86
O  -1.05  1.71  0.61  -0.42
N  0.32  -0.55  0.22  0.61
C  1.73  -0.15  0.30  -1.62
C  2.23  0.61  -0.97  1.51
C  3.34  1.56  -0.45  -1.85
C  2.93  -0.34  -1.99  -1.26
B  0.11  -1.75  -0.58  1.19
O  -0.01  -1.56  -1.95  -0.74
O  0.06  -3.05  -0.12  -0.19
C  -0.60  -3.97  -1.00  -0.30
C  -1.15  -5.12  -0.14  -1.22
H  3.33  -0.99  3.26  0.16
H  3.48  -1.24  4.98  0.43
H  2.30  -0.07  4.40  0.29
H  2.20  -3.17  4.18  0.24
H  1.05  -2.04  4.98  0.37
H  0.00  -2.82  3.04  -0.03
H  1.47  -2.42  2.02  0.04
H  -0.11  -0.49  3.51  0.51
H  -2.07  -1.01  2.64  0.65
H  -1.66  -2.29  1.56  0.18
H  -2.50  -1.77  -1.05  0.03
H  -4.35  -0.85  -2.27  0.35
H  -5.91  0.74  -1.24  0.42
H  -6.57  1.08  1.76  0.34
H  -5.30  2.20  2.17  0.36
H  -6.25  2.39  0.63  0.38
H  -3.63  0.57  2.34  0.25
H  1.91  0.52  1.14  0.50
H  2.36  -1.04  0.41  0.30
H  1.44  1.22  -1.42  -0.13
H  4.12  0.91  -0.01  0.39
H  2.98  2.19  0.37  0.43
H  3.82  2.12  -1.26  0.46
H  3.81  0.16  -2.41  0.46
H  2.24  -0.48  -2.82  0.24
H  3.16  -1.32  -1.57  0.20
H  -0.28  -0.65  -2.09  0.21
H  -1.45  -3.53  -1.51  0.26
H  0.11  -4.38  -1.72  0.40
H  -1.64  -5.85  -0.80  0.45
H  -1.98  -4.68  0.44  0.29
H  -0.40  -5.58  0.49  0.14
C  -2.24  4.75  -4.67  -0.73
C  -3.29  3.78  -4.16  -0.33
O  -2.97  2.43  -4.38  -0.47
C  -1.76  1.98  -3.76  -0.66
C  -1.77  2.09  -2.25  -0.08
H  -2.02  4.56  -5.73  0.28
H  -2.59  5.78  -4.57  0.42
H  -1.31  4.66  -4.12  -0.05
H  -4.23  3.96  -4.68  0.36
H  -3.49  3.96  -3.10  0.28
H  -0.90  2.50  -4.19  0.37
H  -1.66  0.93  -4.05  0.24
H  -1.79  3.13  -1.92  0.49
H  -0.87  1.64  -1.82  -0.23
H  -2.64  1.60  -1.82  0.15
C  1.83  5.58  -3.62  -0.78
C  1.98  6.49  -2.41  -0.38
O  2.95  7.51  -2.58  -0.43
C  2.71  8.42  -3.63  -0.31
C  1.42  9.21  -3.48  -1.00
H  2.80  5.17  -3.91  0.31
H  1.15  4.75  -3.39  0.15
H  1.43  6.11  -4.48  0.29
H  2.31  5.89  -1.56  0.34
H  1.01  6.92  -2.13  0.27
H  2.75  7.90  -4.60  0.29
H  3.56  9.11  -3.62  0.34
H  0.55  8.56  -3.56  0.23
H  1.35  9.97  -4.26  0.39
H  1.38  9.69  -2.51  0.29
C  0.54  -7.61  2.98  -1.15
C  1.96  -7.07  2.99  -0.32
O  2.21  -6.14  4.02  -0.38
C  2.07  -6.61  5.35  -0.28
C  3.02  -7.75  5.70  -1.13
H  -0.18  -6.79  2.98  0.26
H  0.38  -8.23  2.10  0.40
H  0.33  -8.23  3.86  0.36
H  2.14  -6.53  2.06  0.34
H  2.69  -7.89  3.02  0.29
H  1.03  -6.90  5.55  0.32
H  2.29  -5.76  5.99  0.33
H  2.79  -8.65  5.13  0.26
H  2.94  -7.99  6.76  0.40
H  4.05  -7.47  5.47  0.31

***

Record 2
The following is a DFT calculation (ωB97M-V with the def2-TZVPD basis set) of a cluster of 10 separate species, C31H62Br6O11 in total in a non-equilibrium geometry.

Calculated values
energy	-475929.6993	eV
structure (SMILES)	CCOC(C)=O.CCOC(C)=O.CCOC(C)=O.CCOC(C)=O.CC(C)=O.CC(C)=O.CC(C)=O.BrCCBr.BrCCBr.BrCCBr
frontier orbital gap	10.0	eV
HOMO	-9.69	eV

Each line ends with the Mulliken charge.
Positions of all 110 atoms, in Å:
C  2.37  -3.01  -6.07  -1.27
C  1.49  -3.35  -4.89  -0.15
O  0.81  -2.14  -4.52  -0.25
C  -0.14  -2.28  -3.64  0.11
C  -0.63  -0.99  -3.10  0.65
O  -0.45  -3.29  -3.09  -0.58
H  3.03  -3.86  -6.24  0.40
H  3.08  -2.20  -5.89  0.17
H  1.78  -2.71  -6.94  0.35
H  0.76  -4.09  -5.21  0.35
H  2.11  -3.61  -4.03  0.29
H  -1.40  -0.65  -3.78  0.59
H  0.16  -0.28  -2.87  -0.37
H  -1.07  -1.19  -2.12  -0.38
C  0.40  -1.74  7.68  -0.56
C  1.56  -2.59  7.21  -0.32
O  2.37  -2.05  6.17  -0.34
C  2.03  -2.04  4.88  0.73
C  3.19  -1.62  3.96  -0.73
O  0.97  -2.34  4.38  -0.54
H  -0.07  -2.28  8.50  0.39
H  -0.29  -1.59  6.84  -0.14
H  0.74  -0.78  8.06  0.26
H  2.27  -2.63  8.03  0.30
H  1.28  -3.60  6.92  0.33
H  3.23  -2.38  3.18  0.27
H  4.12  -1.55  4.52  0.34
H  2.99  -0.67  3.47  0.05
C  -2.80  1.71  -1.71  -0.11
C  -3.52  0.39  -1.42  -0.36
O  -4.19  -0.20  -2.55  -0.34
C  -5.36  0.31  -3.04  0.72
C  -5.92  -0.51  -4.23  -1.04
O  -5.96  1.29  -2.60  -0.56
H  -3.54  2.45  -2.03  0.49
H  -1.96  1.67  -2.40  0.04
H  -2.47  2.09  -0.74  -0.24
H  -2.84  -0.36  -1.02  0.09
H  -4.27  0.42  -0.63  0.49
H  -6.18  0.14  -5.06  0.33
H  -6.82  -1.00  -3.85  0.28
H  -5.19  -1.23  -4.61  0.26
C  0.98  -1.95  0.25  -0.32
C  1.93  -0.90  -0.45  -0.16
O  1.21  0.34  -0.49  0.20
C  1.07  1.12  0.61  0.23
C  0.21  2.37  0.30  -0.16
O  1.48  0.84  1.70  -0.66
H  -0.03  -1.96  -0.15  -0.02
H  0.92  -1.72  1.31  -0.03
H  1.36  -2.97  0.09  0.28
H  2.90  -0.75  0.01  0.50
H  2.10  -1.18  -1.49  -0.08
H  0.76  3.22  0.70  0.45
H  -0.79  2.20  0.70  -0.11
H  0.09  2.44  -0.78  -0.26
C  4.94  -0.92  -4.03  -1.13
C  4.51  0.55  -4.17  1.03
C  4.71  1.46  -2.95  -0.96
O  3.83  0.94  -5.12  -0.55
H  4.22  -1.51  -3.47  0.14
H  5.94  -1.05  -3.61  0.44
H  5.06  -1.40  -5.00  0.35
H  5.41  1.00  -2.25  0.37
H  3.88  1.66  -2.27  0.03
H  5.03  2.48  -3.15  0.38
C  -3.22  4.74  3.71  -0.96
C  -2.51  4.66  2.36  0.81
C  -1.67  5.86  2.03  -1.16
O  -2.59  3.67  1.59  -0.49
H  -2.49  5.06  4.44  0.16
H  -3.78  3.82  3.88  0.25
H  -3.91  5.57  3.58  0.42
H  -1.14  5.71  1.09  0.25
H  -0.85  5.97  2.74  0.31
H  -2.29  6.75  1.92  0.43
C  1.27  2.52  -3.71  -0.39
C  0.93  4.01  -3.51  0.77
C  0.14  4.67  -4.66  -1.30
O  1.32  4.64  -2.52  -0.58
H  1.68  2.09  -2.80  -0.34
H  1.94  2.33  -4.55  0.65
H  0.37  1.91  -3.78  0.12
H  0.74  4.84  -5.56  0.34
H  -0.09  5.69  -4.35  0.39
H  -0.82  4.22  -4.92  0.33
Br  -0.27  4.75  6.35  -0.20
C  1.25  3.97  5.32  -0.68
C  0.78  2.84  4.48  -0.35
Br  -0.02  1.26  5.38  0.00
H  1.90  3.51  6.06  0.45
H  1.79  4.76  4.79  0.45
H  1.65  2.45  3.96  0.26
H  0.17  3.22  3.66  0.07
Br  -3.73  -3.38  4.36  -0.19
C  -2.29  -1.99  4.61  -0.66
C  -1.72  -1.38  3.30  -0.04
Br  -3.08  -0.37  2.22  -0.18
H  -1.49  -2.54  5.11  0.29
H  -2.71  -1.17  5.20  0.45
H  -1.57  -2.18  2.58  0.37
H  -0.85  -0.77  3.51  -0.05
Br  0.83  -5.87  -0.39  -0.19
C  -0.99  -5.75  -1.34  -0.59
C  -1.94  -7.00  -1.08  -0.49
Br  -1.24  -8.56  -2.12  -0.18
H  -0.70  -5.61  -2.39  0.37
H  -1.37  -4.82  -0.93  0.32
H  -2.95  -6.82  -1.44  0.41
H  -1.85  -7.21  -0.01  0.37